Molecular formula: C27H35N7O4Pd
Method: DFT, wB97M-V/def2-TZVPD

Results
* calculated total energy: -50628.8072 eV
* LUMO (alpha / beta): -13.8 / -13.8 eV
* molecular weight: 628.04 g/mol
* net charge: +4
* frontier orbital gap (alpha / beta): 5.894 / 5.894 eV
* HOMO level (alpha / beta): -0.7251 / -0.7251 Ha

```
74
Properties=species:S:1:pos:R:3:forces:R:3
Pd 0.853 -0.523 0.823 -0.02 -0.61 0.30
O 2.824 0.258 0.910 0.03 0.36 -0.04
O -0.623 -2.134 0.897 -0.09 0.28 -0.07
O 4.957 -0.399 0.692 -0.07 -0.03 0.04
O -0.915 -4.280 0.657 0.02 0.12 0.05
N -0.232 1.092 1.317 0.08 0.07 -0.27
N 0.506 -1.179 -3.286 0.03 0.02 -0.05
N -1.632 -1.480 -2.368 0.09 0.07 0.02
N -0.186 0.116 -1.464 -0.23 0.15 0.06
N -0.408 0.476 3.576 0.00 -0.02 -0.02
N -2.105 1.707 2.574 0.04 -0.02 0.04
N 1.943 -2.167 0.589 0.10 0.04 0.00
C -2.749 -0.891 -1.612 0.00 -0.01 -0.03
C 3.524 -4.399 0.527 0.04 -0.02 0.01
C 4.111 -3.137 0.549 0.01 -0.02 -0.01
C 1.365 -3.371 0.603 0.02 0.04 0.01
C -0.129 -3.247 0.731 0.04 -0.28 -0.04
C -0.686 3.042 -3.534 -0.02 0.04 -0.07
C 3.273 -2.037 0.589 -0.05 -0.17 -0.01
C -0.014 3.771 -1.283 -0.01 -0.04 0.04
C -0.771 1.775 -3.097 -0.02 -0.09 -0.01
C 0.256 -1.801 -4.603 0.01 -0.03 0.03
C -1.238 -0.164 4.608 0.00 0.03 -0.01
C -0.111 2.288 0.632 -0.09 -0.03 0.06
C 1.872 -0.668 -3.119 -0.02 0.03 -0.01
C -0.921 1.094 2.515 -0.04 0.05 0.00
C 0.204 4.732 0.929 0.01 0.01 0.05
C -0.458 -0.869 -2.428 -0.09 -0.09 -0.02
C -0.121 2.434 -0.756 -0.02 0.06 -0.06
C -2.970 1.875 1.405 -0.03 0.00 0.01
C 0.046 3.474 1.437 0.02 0.01 0.06
C -2.628 2.306 3.813 -0.01 -0.03 -0.02
C -1.867 -2.858 -2.836 0.00 -0.01 -0.03
C 3.685 -0.613 0.737 0.17 0.04 -0.02
C -0.255 4.048 -2.623 0.02 0.06 -0.01
C 1.034 0.379 3.807 -0.03 0.03 0.02
C -0.364 1.368 -1.737 0.09 0.03 -0.02
C 0.179 4.889 -0.455 0.00 0.05 -0.04
C 2.138 -4.522 0.567 -0.07 -0.03 0.00
H 4.145 -5.286 0.507 0.00 0.00 0.00
H -0.800 -1.137 4.828 0.00 0.00 0.00
H -3.660 -1.392 -1.927 0.00 0.01 0.00
H -0.938 3.307 -4.553 0.00 0.00 0.01
H 0.568 -2.844 -4.623 0.00 -0.01 0.00
H -2.414 -3.379 -2.052 0.02 0.00 0.01
H -3.424 1.705 4.250 0.00 -0.01 -0.01
H -2.862 0.167 -1.839 0.00 0.01 0.02
H -2.469 -2.878 -3.743 0.00 0.02 0.00
H -2.610 -1.041 -0.541 0.00 0.00 0.01
H -1.827 2.436 4.534 0.01 0.01 0.02
H -1.093 0.997 -3.780 -0.01 -0.01 -0.01
H -2.248 -0.312 4.239 -0.01 0.00 -0.01
H 0.353 5.581 1.582 -0.01 -0.01 0.00
H 2.033 0.212 -3.744 0.00 0.00 0.01
H -0.482 -5.146 0.594 0.02 0.00 -0.01
H 1.368 -0.658 3.728 0.01 -0.01 0.01
H 0.285 5.871 -0.900 0.01 -0.01 0.00
H -3.984 1.587 1.680 0.00 0.01 0.01
H -1.258 0.418 5.528 0.00 0.01 0.00
H -2.989 2.917 1.080 0.01 0.00 0.00
H -0.163 5.071 -2.973 -0.01 0.00 0.01
H -2.631 1.238 0.595 0.02 -0.02 -0.03
H 0.080 3.342 2.513 0.01 0.01 -0.01
H 1.691 -5.508 0.589 0.01 0.00 0.00
H 1.249 0.725 4.819 0.00 -0.01 0.01
H 5.203 0.533 0.845 0.00 0.01 -0.01
H 1.581 1.006 3.108 0.00 0.01 0.00
H 2.569 -1.441 -3.439 -0.01 -0.02 0.00
H -0.926 -3.367 -3.012 0.02 -0.01 0.01
H -3.037 3.284 3.560 0.01 0.01 0.00
H 0.843 -1.252 -5.337 0.00 0.01 0.00
H 5.186 -3.009 0.557 0.00 -0.02 0.00
H -0.793 -1.722 -4.872 -0.02 0.00 0.01
H 2.063 -0.411 -2.080 0.00 -0.02 -0.01
```
Positions in Å, forces in eV/Å.